# C3H6INOS

A 2-piece molecular cluster, C3H6INOS overall (the ωB97M-V functional and the def2-TZVPD basis, the Open Molecules 2025 dataset).

Element x y z (Å)
1 C 0.826292 -0.769863 0.319910
2 C -0.062291 -1.579089 1.270884
3 C 0.644151 1.421725 -0.713721
4 N 0.193752 0.435798 0.102589
5 O 1.862403 -1.151458 -0.119183
6 S -2.648670 0.074497 -0.361591
7 I -2.672392 1.621889 -2.023729
8 H -0.280472 -0.889335 2.047107
9 H 0.534076 -2.323055 1.573065
10 H -0.821654 -2.074453 0.698871
11 H -0.201156 1.862412 -1.341956
12 H 1.036986 2.378035 -0.177210
13 H 1.588976 0.992898 -1.275035

Forces on the atoms, in the same order (eV/Å):
C -3.6159 -0.9001 0.5486
C 0.4954 1.8702 -2.0853
C 2.9482 0.9898 -1.3354
N -1.5879 0.9934 1.3066
O 1.9609 0.2539 -0.7006
S 1.8047 -0.0419 0.3793
I 0.1193 0.1645 -0.1130
H -1.0739 0.1111 0.7285
H 2.2038 -2.8974 1.7059
H -1.0104 0.3257 -0.0040
H 0.6567 -0.4881 -0.1464
H -0.9272 -1.4500 -0.3277
H -1.9736 1.0688 0.0436

## Properties
Energy relative to the best compared isomer or geometry (same formula, charge and spin) = 403.4 kJ/mol
Kohn-Sham gap (spin up / spin down) = 5.80 / 5.75 eV

Charges computed using natural (NBO), reported in e: 0.65 -0.70 -0.47 -0.38 -0.54 -0.16 0.25 0.23 0.22 0.23 0.23 0.22 0.22